Entry 1:
Here is the molecule C3H6N2O from OMol25. Energies are from ωB97M-V/def2-TZVPD.

Results
energy above the lowest of the compared OMol25 structures with the same formula, charge and spin: 479.5 kJ/mol
frontier orbital gap: 10.0 eV
HOMO level: -9.7907 eV
energy: -8231.7290 eV

Structure (ORCA input):
```
! RIJCOSX wB97M-V def2-TZVPD def2/J DEFGRID3
* xyz 0 1
C 0.600 1.824 -0.293
C -0.363 0.761 -0.079
C -0.772 -2.507 0.506
H 1.701 0.429 -0.741
H -0.028 2.878 -0.684
H 0.981 2.002 0.863
H -1.237 1.083 0.586
H 0.419 -2.808 0.603
H -1.430 -3.222 0.898
N -0.211 -0.500 -0.460
N -1.276 -1.298 0.011
O 1.618 1.358 -1.210
*
```

Entry 2:
Here is a cluster of 3 separate species, C2H6O2 in total from OMol25. Energies are from ωB97M-V/def2-TZVPD.

Results
energy above the lowest of the compared OMol25 structures with the same formula, charge and spin: 959.5 kJ/mol
frontier orbital gap: 2.9 eV
HOMO level: -7.1264 eV
energy: -6256.3106 eV

Structure (ORCA input):
```
! RIJCOSX wB97M-V def2-TZVPD def2/J DEFGRID3
* xyz 0 1
O -1.226 -1.076 -0.222
C 1.628 -0.293 0.254
C 2.696 0.363 0.014
H 1.123 -0.180 1.222
H 3.684 0.548 -0.369
H -0.358 -0.873 0.073
H 2.115 1.345 0.174
H -2.128 -0.654 -0.135
H -4.108 0.612 -0.776
O -3.427 0.206 -0.235
*
```

Entry 3:
Here is the molecule C5H7O4P from OMol25. Energies are from ωB97M-V/def2-TZVPD.

Results
energy above the lowest of the compared OMol25 structures with the same formula, charge and spin: 12.4 kJ/mol
frontier orbital gap: 9.5 eV
HOMO level: -8.9542 eV
energy: -22776.5830 eV

Structure (ORCA input):
```
! RIJCOSX wB97M-V def2-TZVPD def2/J DEFGRID3
* xyz 0 1
C 1.441 -0.481 -0.212
C -1.721 -0.137 0.045
C 2.770 0.129 0.130
C -2.926 -0.976 -0.477
C 0.419 -0.034 0.795
O 1.207 -0.988 -1.285
O -1.664 1.102 -0.098
O 0.804 2.409 -0.646
O -0.776 -0.828 0.597
P 0.068 1.986 0.532
H 3.392 -0.531 0.707
H 3.040 0.438 -0.882
H 2.607 1.087 0.765
H -3.787 -0.482 0.048
H -2.929 -0.553 -1.552
H -2.765 -2.038 -0.291
H 0.820 -0.104 1.823
*
```

Entry 4:
Here is a cluster of 2 separate species, C4H11NO3 in total from OMol25. Energies are from ωB97M-V/def2-TZVPD.

Results
energy above the lowest of the compared OMol25 structures with the same formula, charge and spin: 947.3 kJ/mol
frontier orbital gap: 3.7 eV
HOMO level: -8.3965 eV
energy: -11950.2914 eV

Structure (ORCA input):
```
! RIJCOSX wB97M-V def2-TZVPD def2/J DEFGRID3
* xyz 0 1
C 0.643 -0.023 -0.886
C -0.108 -0.193 -2.173
O -1.008 -1.253 -2.002
C -0.157 0.575 0.462
N -1.445 -0.068 0.343
C -1.669 -1.037 1.463
O 0.587 0.269 1.666
H 1.074 -1.066 -0.677
H 1.504 0.612 -0.858
H 0.630 -0.494 -2.956
H -0.591 0.714 -2.520
H -1.387 -0.580 -0.558
H -0.202 1.749 0.572
H -0.982 -1.868 1.430
H -1.323 -0.367 2.347
H -2.773 -1.350 1.625
H 3.497 1.809 0.773
H 1.378 0.894 1.543
O 2.551 1.546 0.797
*
```

Entry 5:
Here is a cluster of 10 separate species, C26H59N5O14 in total from OMol25. Energies are from ωB97M-V/def2-TZVPD.

Results
frontier orbital gap: 9.0 eV
HOMO level: -8.7927 eV
energy: -64029.6700 eV

Structure (ORCA input):
```
! RIJCOSX wB97M-V def2-TZVPD def2/J DEFGRID3
* xyz 0 1
C -2.396 5.246 -4.125
O -1.646 4.126 -3.553
H -1.902 5.220 -5.097
H -3.457 5.175 -4.363
H -2.285 6.220 -3.650
H -1.357 4.375 -2.672
C -5.337 -4.150 1.739
O -4.442 -4.204 0.616
H -6.113 -4.898 1.581
H -4.771 -4.460 2.618
H -5.806 -3.187 1.942
H -4.749 -3.653 -0.107
C 2.868 1.249 -3.498
O 3.813 0.267 -3.162
H 3.033 2.122 -2.867
H 2.890 1.662 -4.506
H 1.898 0.785 -3.318
H 3.767 -0.090 -2.271
C -1.104 1.229 -1.688
C -0.816 0.110 -0.661
C -0.837 0.618 0.821
O -2.118 0.244 1.236
C -2.546 -0.736 0.423
O -3.486 -1.467 0.669
O -1.828 -0.861 -0.691
H -0.349 1.959 -1.981
H -1.967 1.867 -1.503
H -1.545 0.708 -2.538
H 0.068 -0.466 -0.934
H -0.782 1.691 1.008
H -0.063 0.170 1.444
C 1.532 -2.547 6.019
C 1.380 -1.074 5.931
C 2.278 -0.379 5.045
O 1.440 0.235 4.095
C 0.131 0.032 4.408
O -0.788 0.679 3.884
O 0.099 -0.806 5.445
H 2.591 -2.698 6.229
H 1.198 -3.198 5.212
H 0.906 -2.754 6.887
H 1.454 -0.651 6.933
H 2.988 -1.101 4.641
H 2.872 0.315 5.641
C 2.518 4.734 -1.021
O 1.654 4.070 -1.612
N 2.615 5.085 0.269
C 3.641 5.852 0.803
C 1.724 4.424 1.199
H 3.398 5.236 -1.453
H 3.974 6.724 0.240
H 4.444 5.115 0.791
H 3.598 6.185 1.840
H 0.819 3.987 0.779
H 2.202 3.622 1.761
H 1.490 5.111 2.013
C 3.678 -1.241 -0.153
O 2.938 -1.451 -1.122
N 3.549 -0.114 0.635
C 2.594 0.992 0.374
C 4.600 0.082 1.586
H 4.517 -1.896 0.128
H 1.918 1.101 1.223
H 1.910 0.681 -0.415
H 3.036 1.974 0.206
H 4.326 -0.469 2.486
H 5.610 -0.125 1.232
H 4.683 1.135 1.856
C 0.079 -1.955 -6.043
O -0.966 -1.424 -6.456
N 0.251 -2.305 -4.760
C 1.584 -2.752 -4.395
C -0.756 -2.378 -3.757
H 1.039 -2.022 -6.579
H 1.635 -3.759 -3.981
H 1.958 -2.056 -3.644
H 2.393 -2.819 -5.122
H -1.112 -3.406 -3.830
H -0.270 -2.209 -2.797
H -1.667 -1.792 -3.874
C -5.280 1.566 -1.687
O -5.165 2.825 -1.746
N -5.992 0.938 -0.703
C -6.336 -0.489 -0.744
C -6.469 1.667 0.484
H -4.889 0.853 -2.429
H -7.084 -0.802 -1.473
H -6.795 -0.870 0.168
H -5.477 -1.117 -0.977
H -6.442 1.105 1.418
H -6.080 2.669 0.664
H -7.531 1.733 0.247
C 2.885 -4.005 2.200
O 3.363 -3.439 3.228
N 1.770 -3.686 1.504
C 1.454 -4.398 0.237
C 0.772 -2.791 1.984
H 3.417 -4.877 1.789
H 0.563 -4.972 0.489
H 2.084 -5.185 -0.178
H 1.241 -3.680 -0.555
H 0.523 -3.319 2.904
H 1.224 -1.819 2.183
H -0.075 -2.768 1.299
*
```

Entry 6:
Here is a structure of composition C32H43BrN12S2Sr from OMol25. Energies are from ωB97M-V/def2-TZVPD.

Results
energy above the lowest of the compared OMol25 structures with the same formula, charge and spin: 225.4 kJ/mol
frontier orbital gap: 5.5 eV
HOMO level: -6.1602 eV
energy: -144313.0641 eV

Structure (ORCA input):
```
! RIJCOSX wB97M-V def2-TZVPD def2/J DEFGRID3
* xyz 0 1
Sr 0.304 -0.333 -0.657
Br 3.018 0.604 -1.870
C 2.955 2.452 -1.410
C 3.872 3.291 -2.038
C 4.068 4.641 -1.653
C 3.130 5.180 -0.797
C 2.005 4.456 -0.440
C 0.894 5.211 0.097
C -0.256 4.525 0.331
C -0.348 3.130 0.148
C 0.717 2.445 -0.301
C 1.927 3.048 -0.650
H 4.426 2.848 -2.851
H 4.977 5.140 -2.008
H 3.160 6.227 -0.500
H 0.986 6.273 0.146
H -1.170 5.049 0.618
H -1.288 2.564 0.345
N 2.432 -1.761 0.197
C 2.025 -2.841 1.058
C 1.585 -4.112 0.274
C 0.284 -4.786 0.751
C -0.921 -3.884 0.977
N -0.994 -2.725 0.053
H 2.924 -2.100 -0.658
H 2.963 -1.100 0.764
H 1.129 -2.522 1.603
H 2.735 -3.129 1.861
H 2.365 -4.900 0.419
H 1.519 -3.968 -0.852
H 0.481 -5.365 1.672
H -0.142 -5.547 0.079
H -0.918 -3.513 2.040
H -1.768 -4.613 0.913
H -1.857 -2.233 0.247
H -1.040 -3.056 -0.904
N -0.752 0.391 -3.977
C -1.867 0.565 -3.270
N -2.900 1.032 -3.950
C -4.050 1.023 -3.277
N -5.213 1.321 -3.946
N -4.223 0.786 -1.974
C -3.075 0.331 -1.356
N -1.879 0.312 -1.930
C -3.256 0.113 0.014
C -4.585 0.020 0.389
C -4.922 0.177 1.752
C -3.877 0.551 2.619
C -2.534 0.456 2.203
N -2.212 0.250 0.935
H -0.804 0.337 -4.984
H 0.080 -0.050 -3.514
H -5.226 1.319 -4.914
H -6.001 1.087 -3.430
H -5.270 -0.275 -0.400
H -5.935 -0.015 2.092
H -4.041 0.838 3.670
H -1.710 0.590 2.952
C 1.960 -1.055 4.764
N 1.894 0.381 4.724
C 1.190 0.925 5.883
C 2.127 1.230 3.684
S 1.906 0.824 2.050
N 2.609 2.465 4.062
C 3.580 2.731 5.118
C 2.602 3.624 3.128
H 1.086 -1.555 4.345
H 1.978 -1.367 5.798
H 2.802 -1.430 4.184
H 0.119 0.516 5.851
H 1.196 1.980 5.957
H 1.532 0.515 6.818
H 3.845 1.935 5.775
H 3.193 3.542 5.703
H 4.627 2.955 4.757
H 2.322 4.497 3.725
H 1.916 3.340 2.278
H 3.568 3.605 2.604
C -1.645 -3.249 -6.881
C -1.443 -3.380 -5.439
C -2.219 -4.272 -4.607
C -1.867 -4.220 -3.284
N -0.850 -3.539 -2.787
C -0.161 -2.785 -3.638
S 1.270 -1.975 -3.007
N -0.441 -2.674 -4.947
H -1.021 -3.898 -7.439
H -1.469 -2.206 -7.228
H -2.637 -3.566 -7.213
H -3.038 -4.923 -4.951
H -2.458 -4.731 -2.496
*
```